{
  "formula": "C3H7NO3",
  "method": "ωB97M-V/def2-TZVPD",
  "symbols": ["C", "C", "C", "N", "O", "O", "O", "H", "H", "H", "H", "H", "H", "H"],
  "positions_angstrom": [[1.667, 0.265, 0.336], [-1.805, -0.373, -0.740], [0.287, 0.600, -0.118], [-0.232, 1.708, 1.332], [0.210, 2.806, 1.252], [-1.028, 1.261, 2.084], [-0.495, -0.496, -0.070], [2.508, 1.048, 0.427], [2.114, -0.374, -0.475], [1.654, -0.371, 1.166], [-2.546, -0.961, -0.108], [-1.679, -0.958, -1.744], [-2.013, 0.709, -0.763], [0.178, 1.243, -0.986]],
  "energy_ev": -10852.7652,
  "orbital_gap_ev": 10.016,
  "relative_energy_ev": 5.603,
  "total_charge": 0
}